Here is a cluster of 13 separate species, C26H82N4O18 in total in a non-equilibrium geometry from the Open Molecules 2025 dataset. Energies are from ωB97M-V/def2-TZVPD.

As for the HOMO-LUMO gap: 8.21 eV. For the HOMO energy, the calculation gives -8.8 eV. The molar mass comes out at 739.0 g/mol.

Element x y z (Å)
1 O -0.83 0.01 0.99
2 O 3.29 0.66 -5.20
3 O 2.01 3.06 -4.07
4 O -0.61 -4.41 -2.81
5 O -5.11 -0.62 0.41
6 O 2.17 -4.64 -2.84
7 O -2.25 -2.26 -1.90
8 O 1.48 3.70 2.24
9 O -2.88 -2.00 0.90
10 O 4.79 -1.37 2.07
11 O -4.16 1.59 -1.59
12 O 3.78 -0.04 -0.36
13 O -1.58 -5.18 1.70
14 O 0.76 -0.09 -1.10
15 O -3.80 0.88 -4.34
16 O 1.44 -2.94 5.71
17 O -1.84 5.99 -0.87
18 O 3.24 -2.15 -4.37
19 N 1.05 -4.19 8.42
20 N -0.44 0.84 3.53
21 N -0.75 3.22 -3.11
22 N -1.17 0.23 -3.11
23 C 1.16 2.32 2.50
24 C -0.53 2.97 4.46
25 C 3.95 0.60 0.82
26 C -1.59 -3.74 1.71
27 C 2.65 2.01 -3.30
28 C 2.35 -3.91 7.73
29 C -1.11 5.39 -1.97
30 C 1.46 -2.85 4.26
31 C 2.18 -4.04 6.20
32 C -4.45 0.64 0.61
33 C -2.99 -3.35 1.13
34 C 3.73 -0.47 1.91
35 C -0.31 2.20 3.14
36 C -0.48 -0.68 -5.26
37 C -1.51 0.17 -4.52
38 C -1.09 3.85 -1.86
39 C -3.00 -0.20 -4.83
40 C 2.53 -3.36 -2.37
41 C 3.35 -4.87 8.27
42 C -1.77 7.41 -0.82
43 C -5.22 0.61 -4.71
44 C 2.25 -2.20 -3.39
45 C 3.76 1.35 -4.17
46 C -0.14 3.34 -0.78
47 C -3.46 1.03 -0.50
48 C 2.59 3.97 1.32
49 H 3.57 -3.42 -2.05
50 H 1.88 -3.21 -1.51
51 H -3.99 0.63 1.60
52 H -0.56 -1.71 -4.91
53 H 2.97 2.49 -2.37
54 H -1.65 3.17 -3.57
55 H -3.35 -1.14 -4.42
56 H 1.92 1.75 3.03
57 H 4.97 1.00 0.86
58 H 4.38 -4.68 7.97
59 H -3.00 -2.84 -2.04
60 H 2.85 -0.21 -0.48
61 H -5.52 -0.34 -4.26
62 H 1.12 3.27 -3.76
63 H -0.38 2.31 -0.53
64 H 0.21 2.78 5.23
65 H -1.60 -5.51 0.80
66 H -1.48 -0.69 1.01
67 H 2.43 -2.43 4.01
68 H 2.27 3.79 0.29
69 H -0.33 4.02 4.24
70 H -2.21 7.76 0.11
71 H -3.03 0.06 -0.76
72 H 3.29 -5.93 8.00
73 H -1.36 1.19 -4.87
74 H -0.14 3.94 0.13
75 H -5.77 -0.50 -0.28
76 H -5.28 0.57 -5.80
77 H 1.12 1.79 1.56
78 H 2.75 1.26 -5.71
79 H -0.64 0.18 1.92
80 H 2.74 -0.90 2.04
81 H -0.66 -0.61 -6.34
82 H -2.11 3.57 -1.60
83 H -1.19 -3.66 -2.74
84 H 1.17 -3.85 9.37
85 H 3.28 1.45 0.91
86 H -4.83 0.94 -1.82
87 H 1.34 -3.76 3.66
88 H -1.41 -3.42 2.73
89 H -3.80 -3.58 1.82
90 H 0.11 -0.09 -0.39
91 H 0.25 0.04 -1.90
92 H -2.43 7.75 -1.62
93 H -0.87 -3.24 1.05
94 H 1.75 -5.01 5.96
95 H 2.11 -1.29 -2.81
96 H 1.32 -2.21 -3.96
97 H 3.16 -4.04 5.72
98 H 0.44 -3.54 7.95
99 H 3.87 0.18 2.78
100 H 4.47 -2.17 1.63
101 H 3.52 3.46 1.57
102 H -3.14 -3.88 0.19
103 H 2.82 5.03 1.45
104 H -1.56 2.80 4.79
105 H 3.47 -4.83 9.36
106 H 1.30 -4.53 -3.22
107 H -0.06 5.68 -1.93
108 H -5.23 1.40 0.61
109 H 1.83 1.35 -3.00
110 H -3.09 -0.31 -5.91
111 H 0.71 -2.17 3.85
112 H -1.05 2.35 2.36
113 H -1.13 -0.71 -2.75
114 H 4.25 0.61 -3.54
115 H -2.73 1.76 -0.16
116 H -2.20 -2.14 -0.96
117 H -1.55 5.76 -2.90
118 H -0.60 2.25 -2.86
119 H -2.05 0.63 -2.81
120 H 3.47 -1.26 -4.66
121 H 0.13 0.67 4.35
122 H 2.65 -2.89 7.96
123 H -1.32 0.81 4.03
124 H -5.83 1.47 -4.44
125 H 0.89 3.38 -1.14
126 H 0.50 -0.26 -5.03
127 H -1.06 -5.11 -2.34
128 H 4.48 2.13 -4.40
129 H -3.74 -1.60 0.75
130 H -0.75 7.74 -0.98

=====

Here is a cluster of 27 separate species, C27H108O27 in total in a non-equilibrium geometry from the Open Molecules 2025 dataset. Energies are from ωB97M-V/def2-TZVPD.

As for the HOMO-LUMO gap: 9.39 eV. For the HOMO energy, the calculation gives -9.2 eV. The molar mass comes out at 865.1 g/mol.

Element x y z (Å)
1 O 2.43 -0.91 3.08
2 O 0.34 -4.51 -3.65
3 O -5.18 -0.06 -1.38
4 O -1.41 1.94 -1.92
5 O 6.39 -2.29 0.17
6 O 0.75 1.06 -0.53
7 O 3.91 1.98 5.78
8 O 0.68 5.26 -4.99
9 O -3.52 -2.53 -1.33
10 O 0.08 0.77 3.76
11 O 5.67 -0.03 -3.47
12 O 0.42 -4.70 0.91
13 O -0.39 5.32 1.54
14 O -4.16 -1.04 5.11
15 O 2.83 2.80 -1.40
16 O -3.29 -5.35 -1.80
17 O -0.26 -0.33 -5.34
18 O -1.61 3.06 2.91
19 O -0.74 7.06 -0.80
20 O 4.41 5.14 -1.90
21 O 6.28 0.64 5.50
22 O -3.96 -5.05 2.84
23 O 0.77 -3.01 -1.36
24 O -4.08 2.45 -1.07
25 O -6.03 -3.31 1.71
26 O -3.03 -0.59 -5.38
27 O 4.38 -0.91 1.26
28 C -2.75 -2.11 -0.19
29 C -1.30 6.13 -1.67
30 C -1.37 2.30 -3.28
31 C 1.43 5.55 -3.79
32 C 6.04 -3.63 0.02
33 C 0.93 4.91 1.74
34 C -5.75 -2.07 2.34
35 C -2.25 -5.72 -0.93
36 C 6.02 -0.27 4.41
37 C -3.48 -1.37 -4.30
38 C 5.18 -1.17 -2.83
39 C -2.45 2.77 1.83
40 C -4.77 3.52 -1.73
41 C 0.27 -1.03 -4.15
42 C -3.33 -4.16 3.68
43 C -0.81 -0.31 3.79
44 C 0.21 -4.27 2.21
45 C 2.85 1.90 4.88
46 C 3.03 2.22 -2.70
47 C -6.44 -0.60 -1.70
48 C 4.09 0.33 0.59
49 C -4.60 0.19 4.60
50 C 5.73 4.92 -1.31
51 C 2.10 -2.59 -1.48
52 C 2.56 -1.79 4.19
53 C -1.06 -4.31 -3.87
54 C 0.37 -0.02 0.30
55 H -4.25 -1.13 6.06
56 H 5.82 5.19 -0.26
57 H -2.76 -2.20 -4.23
58 H 4.87 0.80 -0.01
59 H -0.53 -1.58 -3.65
60 H -0.96 6.21 -2.71
61 H -4.49 4.46 -1.25
62 H -0.05 5.84 -5.18
63 H -0.35 0.37 1.02
64 H 4.93 -0.92 -1.80
65 H -3.22 -2.22 0.78
66 H -0.47 1.51 3.49
67 H -5.38 -3.91 2.07
68 H -4.49 3.66 -2.77
69 H -1.13 3.83 2.60
70 H -1.92 2.89 0.88
71 H -0.06 1.30 -1.00
72 H -2.38 6.26 -1.61
73 H 3.77 1.14 1.25
74 H 1.17 -0.46 0.88
75 H -1.29 -5.23 -1.11
76 H -2.90 -3.38 3.05
77 H 5.79 -2.07 -2.87
78 H 1.11 4.91 -2.97
79 H -0.54 5.92 0.80
80 H -1.42 -3.71 -3.03
81 H 5.65 -1.82 0.56
82 H -0.30 7.73 -1.34
83 H -2.07 -0.52 -5.28
84 H 0.46 0.18 -5.71
85 H 5.68 -1.16 4.92
86 H -3.34 3.39 1.83
87 H 4.24 -1.49 -3.27
88 H -0.18 -3.26 2.13
89 H 3.88 4.35 -1.77
90 H 3.99 2.57 -3.08
91 H -4.55 -0.78 -1.43
92 H 2.46 5.21 -3.94
93 H -1.00 -0.70 2.79
94 H -1.19 -3.79 -4.81
95 H -2.42 -4.56 4.12
96 H 0.80 -5.05 -4.29
97 H -2.27 2.15 -1.56
98 H -3.41 -0.83 -3.36
99 H -4.45 -1.83 -4.49
100 H -2.43 -1.08 -0.38
101 H 5.28 0.05 3.68
102 H 6.93 -0.59 3.89
103 H 2.13 1.10 5.02
104 H -0.43 1.94 -3.69
105 H 2.14 -1.56 -1.84
106 H -2.24 1.96 -3.85
107 H 3.27 0.39 -0.12
108 H 3.06 1.13 -2.72
109 H -1.06 5.15 -1.25
110 H 2.50 -2.56 -0.47
111 H 1.76 -0.25 3.28
112 H -1.76 0.06 4.19
113 H -2.88 1.77 1.95
114 H 1.62 6.58 -3.48
115 H 2.60 -3.25 -2.19
116 H 1.33 4.29 0.94
117 H 1.58 -2.24 4.37
118 H -5.46 -2.31 3.36
119 H 0.93 4.46 2.73
120 H -2.46 -5.44 0.11
121 H 3.25 -2.59 3.94
122 H 6.04 -0.24 -4.33
123 H -6.79 -1.33 -0.97
124 H -3.67 -6.10 -2.25
125 H 5.42 -3.71 -0.87
126 H -3.95 -5.84 3.38
127 H 5.50 1.19 5.58
128 H -4.45 0.99 5.33
129 H 2.27 2.59 -3.39
130 H -5.69 0.13 4.59
131 H -0.21 -0.83 -0.15
132 H 2.13 2.32 -0.95
133 H 0.46 -3.45 -2.15
134 H -1.88 -2.76 -0.09
135 H -1.41 3.38 -3.36
136 H 2.37 2.89 4.86
137 H -0.51 -4.87 2.76
138 H 0.68 -0.35 -3.40
139 H -7.20 0.17 -1.87
140 H 3.68 -1.07 1.90
141 H 1.13 -1.62 -4.46
142 H 1.12 -4.39 2.80
143 H 5.38 -4.07 0.77
144 H -6.40 -1.20 -2.60
145 H 3.34 1.71 3.93
146 H 6.07 3.90 -1.44
147 H 6.44 5.53 -1.87
148 H 6.90 -4.27 -0.16
149 H -6.61 -1.41 2.29
150 H -4.84 -1.55 2.04
151 H -4.54 1.61 -1.18
152 H -3.46 -3.49 -1.36
153 H 1.57 5.78 1.87
154 H -0.45 -1.12 4.42
155 H 3.52 2.29 6.61
156 H -4.31 0.40 3.57
157 H -2.06 -6.79 -0.88
158 H 0.39 -3.94 0.32
159 H 2.88 -1.32 5.12
160 H -4.01 -3.74 4.42
161 H -5.85 3.38 -1.67
162 H -1.61 -5.25 -3.94

=====

Here is a structure of composition C27H13Cl2F5IKN6O2Se from the Open Molecules 2025 dataset. Energies are from ωB97M-V/def2-TZVPD.

As for the HOMO-LUMO gap: 5.04 eV. For the HOMO energy, the calculation gives -1.8 eV. The molar mass comes out at 864.3 g/mol. The total charge is -2.

Element x y z (Å)
1 I 5.16 0.89 -3.17
2 Se -0.68 -3.55 -2.36
3 K -0.76 0.83 0.06
4 Cl -2.50 7.51 3.35
5 Cl -3.84 5.41 5.38
6 F 3.48 -7.75 -0.97
7 F 3.98 -5.92 -2.93
8 F -0.72 -5.83 -0.23
9 F 2.17 -4.07 -3.55
10 F 1.10 -7.68 0.35
11 O 0.53 5.33 0.28
12 O -3.60 0.88 3.91
13 N 1.71 -0.31 -1.01
14 N -1.38 -1.06 1.91
15 N -2.02 1.64 2.36
16 N -0.02 2.59 -1.92
17 N 1.67 -1.14 -2.06
18 N -0.88 3.48 0.59
19 C 2.18 3.79 -3.10
20 C -1.66 5.31 2.01
21 C 0.42 -5.81 -0.93
22 C 2.69 -0.95 -2.91
23 C -2.85 3.52 3.72
24 C 0.47 2.14 -3.07
25 C -3.23 -1.70 3.26
26 C -2.71 0.74 3.04
27 C 1.36 -6.78 -0.61
28 C 0.56 3.64 -1.34
29 C 1.86 -4.93 -2.57
30 C 3.45 0.06 -2.37
31 C 1.57 2.70 -3.71
32 C -1.53 3.95 1.73
33 C -2.40 -0.72 2.70
34 C -2.16 3.01 2.62
35 C 0.63 -4.85 -1.92
36 C 1.67 4.27 -1.91
37 C 2.81 -5.89 -2.27
38 C -2.37 5.78 3.10
39 C 2.79 0.43 -1.19
40 C -1.95 -3.37 2.13
41 C -2.96 4.88 3.97
42 C 0.02 4.23 -0.02
43 C -3.00 -3.03 2.97
44 C -1.17 -2.34 1.63
45 C 2.56 -6.82 -1.28
46 H -0.02 1.28 -3.50
47 H -1.19 6.02 1.35
48 H -3.33 2.83 4.39
49 H 0.89 -1.82 -2.16
50 H -1.74 -4.40 1.85
51 H 3.05 1.21 -0.48
52 H 2.80 -1.54 -3.80
53 H -0.35 -2.56 0.95
54 H 3.06 4.24 -3.56
55 H 1.94 2.28 -4.64
56 H -3.64 -3.80 3.39
57 H -4.03 -1.37 3.90
58 H 2.09 5.12 -1.40

=====

Here is a structure of composition C27H15BrClMoN5O5S3 in a non-equilibrium geometry from the Open Molecules 2025 dataset. Energies are from ωB97M-V/def2-TZVPD.

As for the HOMO-LUMO gap (alpha / beta): 6.37 / 6.33 eV. For the HOMO energy (alpha / beta), the calculation gives -8.3 / -8.3 eV. The molar mass comes out at 796.9 g/mol.

Element x y z (Å)
1 Mo -0.23 -0.10 -3.03
2 Br -5.28 -3.66 3.51
3 Cl 1.33 4.91 -0.07
4 S 0.61 -0.07 -5.21
5 S -0.59 -2.13 -7.05
6 S -1.16 -1.99 -4.09
7 O -1.21 6.25 -1.13
8 O 1.21 -1.04 -2.23
9 O -3.08 2.82 -3.38
10 O -2.71 5.23 -2.39
11 O -1.87 0.95 -3.37
12 N 0.16 2.04 -2.30
13 N 0.98 2.65 -1.44
14 N 0.62 -2.28 4.11
15 N 1.44 -2.29 3.19
16 N -0.80 -0.35 -0.86
17 C -2.05 2.23 -3.16
18 C 2.22 -2.41 1.00
19 C -0.39 -1.48 -5.59
20 C -3.44 -3.28 3.69
21 C -1.65 -2.26 4.90
22 C 4.27 0.59 0.09
23 C 1.26 -1.44 -0.95
24 C 4.15 0.78 -1.28
25 C -2.55 -3.74 2.73
26 C 3.31 1.08 0.96
27 C -1.21 -3.42 2.84
28 C -1.56 5.28 -1.73
29 C 1.21 -1.95 1.81
30 C 0.49 3.87 -1.11
31 C -1.81 0.18 -0.20
32 C 0.14 -1.18 1.24
33 C 3.05 1.46 -1.79
34 C -0.76 -2.66 3.91
35 C -3.00 -2.55 4.79
36 C -1.87 0.15 1.21
37 C -0.71 4.06 -1.78
38 C 0.16 -1.01 -0.15
39 C -0.86 2.86 -2.51
40 C 2.27 -2.17 -0.39
41 C 2.11 1.96 -0.90
42 C 2.22 1.78 0.47
43 C -0.90 -0.50 1.92
44 H -2.89 4.35 -2.81
45 H -2.59 0.65 -0.79
46 H -3.70 -2.22 5.54
47 H 3.41 0.93 2.03
48 H -1.27 -1.70 5.75
49 H -0.93 -0.46 3.00
50 H -0.51 -3.78 2.10
51 H 4.90 0.39 -1.95
52 H 2.94 1.63 -2.85
53 H 5.13 0.05 0.48
54 H -2.91 -4.33 1.90
55 H 3.00 -2.98 1.48
56 H 1.46 2.17 1.13
57 H 3.09 -2.53 -1.00
58 H -2.69 0.64 1.71

=====

Here is a structure of composition C27H16ClINO6STa in a non-equilibrium geometry from the Open Molecules 2025 dataset. Energies are from ωB97M-V/def2-TZVPD.

As for the HOMO-LUMO gap (alpha / beta): 5.44 / 7.12 eV. For the HOMO energy (alpha / beta), the calculation gives -3.6 / -5.3 eV. As for the spin multiplicity: 2. The molar mass comes out at 825.8 g/mol. The total charge is -1.

Element x y z (Å)
1 Ta -0.41 0.31 1.04
2 I 0.02 -4.15 0.97
3 Cl -1.05 3.26 -3.55
4 S -0.24 -1.02 3.14
5 O 1.36 4.87 2.38
6 O -1.49 6.04 2.52
7 O -3.40 3.77 2.75
8 O 0.83 1.89 1.90
9 O 1.32 -0.71 0.79
10 O -1.84 1.44 1.90
11 N 2.06 -1.02 1.91
12 C 3.41 -0.96 1.77
13 C -2.93 -0.89 0.79
14 C -2.16 3.74 2.56
15 C 0.33 4.28 2.40
16 C -0.48 -3.92 -2.02
17 C -1.66 -1.15 0.28
18 C -1.56 -4.01 -2.87
19 C -0.42 1.30 -1.07
20 C 3.67 -1.65 4.02
21 C 1.91 0.78 -2.08
22 C -2.71 -3.30 -2.63
23 C -4.09 -1.83 -1.17
24 C 0.38 2.27 -3.31
25 C 0.60 1.48 -2.14
26 C -1.33 2.66 2.16
27 C 1.43 -1.22 3.10
28 C 2.50 1.55 -4.36
29 C -1.20 4.88 2.62
30 C -0.68 -3.20 -0.79
31 C 1.35 2.30 -4.34
32 C 0.00 2.88 2.16
33 C -2.82 -2.40 -1.53
34 C 2.27 -1.60 4.18
35 C 4.24 -1.18 2.83
36 C -4.16 -1.29 0.08
37 C 2.81 0.83 -3.14
38 C -1.67 -2.20 -0.71
39 H 3.72 -0.58 0.80
40 H 1.10 2.87 -5.20
41 H 3.21 1.61 -5.13
42 H -4.88 -1.84 -1.92
43 H 1.74 -1.88 5.08
44 H 4.24 -2.03 4.84
45 H 0.47 -4.29 -2.33
46 H -0.93 2.21 -0.92
47 H 3.76 0.32 -3.02
48 H -3.12 -0.39 1.76
49 H -3.41 -3.31 -3.48
50 H 5.34 -0.98 2.75
51 H -1.47 -4.59 -3.75
52 H -1.19 0.57 -1.35
53 H -5.04 -0.84 0.50
54 H 2.23 0.33 -1.16

=====

Q: Among the records above, which one has the highest molar mass?
A: C27H108O27

=====

Q: molar mass of number 1 (C26H82N4O18)?
A: 739.0 g/mol

=====

Repeat the third record exactly.
Here is a structure of composition C27H13Cl2F5IKN6O2Se from the Open Molecules 2025 dataset. Energies are from ωB97M-V/def2-TZVPD.

As for the HOMO-LUMO gap: 5.04 eV. For the HOMO energy, the calculation gives -1.8 eV. The molar mass comes out at 864.3 g/mol. The total charge is -2.

Element x y z (Å)
1 I 5.16 0.89 -3.17
2 Se -0.68 -3.55 -2.36
3 K -0.76 0.83 0.06
4 Cl -2.50 7.51 3.35
5 Cl -3.84 5.41 5.38
6 F 3.48 -7.75 -0.97
7 F 3.98 -5.92 -2.93
8 F -0.72 -5.83 -0.23
9 F 2.17 -4.07 -3.55
10 F 1.10 -7.68 0.35
11 O 0.53 5.33 0.28
12 O -3.60 0.88 3.91
13 N 1.71 -0.31 -1.01
14 N -1.38 -1.06 1.91
15 N -2.02 1.64 2.36
16 N -0.02 2.59 -1.92
17 N 1.67 -1.14 -2.06
18 N -0.88 3.48 0.59
19 C 2.18 3.79 -3.10
20 C -1.66 5.31 2.01
21 C 0.42 -5.81 -0.93
22 C 2.69 -0.95 -2.91
23 C -2.85 3.52 3.72
24 C 0.47 2.14 -3.07
25 C -3.23 -1.70 3.26
26 C -2.71 0.74 3.04
27 C 1.36 -6.78 -0.61
28 C 0.56 3.64 -1.34
29 C 1.86 -4.93 -2.57
30 C 3.45 0.06 -2.37
31 C 1.57 2.70 -3.71
32 C -1.53 3.95 1.73
33 C -2.40 -0.72 2.70
34 C -2.16 3.01 2.62
35 C 0.63 -4.85 -1.92
36 C 1.67 4.27 -1.91
37 C 2.81 -5.89 -2.27
38 C -2.37 5.78 3.10
39 C 2.79 0.43 -1.19
40 C -1.95 -3.37 2.13
41 C -2.96 4.88 3.97
42 C 0.02 4.23 -0.02
43 C -3.00 -3.03 2.97
44 C -1.17 -2.34 1.63
45 C 2.56 -6.82 -1.28
46 H -0.02 1.28 -3.50
47 H -1.19 6.02 1.35
48 H -3.33 2.83 4.39
49 H 0.89 -1.82 -2.16
50 H -1.74 -4.40 1.85
51 H 3.05 1.21 -0.48
52 H 2.80 -1.54 -3.80
53 H -0.35 -2.56 0.95
54 H 3.06 4.24 -3.56
55 H 1.94 2.28 -4.64
56 H -3.64 -3.80 3.39
57 H -4.03 -1.37 3.90
58 H 2.09 5.12 -1.40